A molecular structure, C55H75N7O4RbS at a distorted geometry. Source: the Open Molecules 2025 dataset; level of theory: ωB97M-V/def2-TZVPD.

Properties
2S+1: 1
Energy above the lowest of the compared OMol25 structures with the same formula, charge and spin in eV: 1.6331
Charge: -1
LUMO in eV: 1.9
HOMO energy in eV: -3.264
Calculated total energy in eV: -88366.36824

```
143
Properties=species:S:1:pos:R:3:forces:R:3
Rb -0.0159 0.5907 -0.5917 -0.2 -2.3 0.4
C 0.8714 -0.9592 3.1439 -0.1 0.1 -0.1
N 1.3775 0.1571 2.3685 0.1 -0.2 0.1
C 2.7485 -0.0768 1.9361 -0.1 0.0 0.0
C 1.2286 1.4346 3.0583 -0.1 0.0 -0.2
C 0.0967 2.3002 2.5069 0.2 0.0 0.1
N 0.1803 2.6627 1.0987 0.0 0.6 0.3
C 1.3751 3.4656 0.8277 0.2 -0.1 -0.1
C 1.8545 3.6192 -0.6030 0.0 0.0 0.1
C 2.1034 4.8979 -1.0682 0.1 0.0 -0.1
C 2.7929 5.1492 -2.2516 0.0 0.0 0.0
C 3.1577 4.0395 -3.0070 0.0 0.1 0.0
C 2.9280 2.7339 -2.6029 0.0 -0.1 0.1
C 2.3265 2.4743 -1.3250 0.4 0.5 -0.2
O 2.2576 1.2922 -0.8260 1.3 0.3 0.0
C 3.4003 1.5568 -3.4604 0.0 -0.1 0.0
C 4.4651 0.7417 -2.7050 -0.1 0.0 0.0
C 2.1969 0.6588 -3.7923 0.1 0.1 0.0
C 4.0170 1.9923 -4.7929 -0.1 0.0 0.1
C 3.1886 6.5743 -2.6276 0.0 0.1 0.0
C 4.0582 7.1746 -1.5105 0.0 0.0 -0.1
C 3.9950 6.6391 -3.9272 0.0 0.0 0.1
C 1.9320 7.4294 -2.8127 0.1 0.0 0.0
C -1.0667 3.3788 0.7772 -0.1 0.1 -0.1
C -1.2947 3.8695 -0.6306 -0.1 -0.1 0.0
C -1.3966 5.2351 -0.8503 -0.1 0.0 0.0
C -1.8568 5.7634 -2.0508 0.1 0.1 -0.1
C -2.0719 4.8437 -3.0782 0.1 0.0 0.0
C -1.9513 3.4713 -2.9373 0.0 -0.1 0.0
C -1.7227 2.9247 -1.6254 -0.5 0.7 0.0
O -1.9671 1.7114 -1.3117 -1.2 0.7 -0.4
C -2.1865 2.6149 -4.1936 -0.1 -0.1 0.0
C -1.8425 1.1297 -4.0242 -0.1 0.1 0.1
C -1.2942 3.1438 -5.3319 -0.1 0.0 0.0
C -3.6620 2.7091 -4.6146 0.1 0.0 0.0
C -2.2687 7.2245 -2.2363 -0.1 0.0 0.0
C -1.6304 7.8547 -3.4808 0.0 0.0 0.1
C -3.7986 7.2767 -2.3970 0.0 0.0 0.0
C -1.8939 8.0846 -1.0270 0.0 -0.1 -0.1
H 1.4760 -1.1594 4.0494 0.0 0.0 0.0
H 0.8669 -1.8541 2.5197 0.0 0.0 0.0
H -0.1576 -0.7610 3.4521 0.0 0.0 0.0
H 3.4688 0.0171 2.7686 0.0 -0.1 0.0
H 2.9982 0.6210 1.1363 0.0 0.0 0.0
H 2.8277 -1.0855 1.5269 0.0 0.0 0.0
H 2.1701 1.9840 3.0128 0.0 0.0 0.0
H 1.0180 1.2721 4.1252 0.0 0.0 0.0
H 0.0458 3.2098 3.1413 -0.1 0.0 0.0
H -0.8422 1.7556 2.6536 0.0 0.1 0.0
H 2.2086 2.9858 1.3450 -0.1 0.0 0.1
H 1.2545 4.4729 1.2694 0.0 0.0 0.0
H 1.7684 5.7305 -0.4543 0.0 0.0 0.0
H 3.6561 4.2085 -3.9520 0.0 0.0 0.0
H 4.0453 0.3671 -1.7735 0.0 0.0 0.0
H 5.3282 1.3696 -2.4693 0.0 0.0 0.0
H 4.8092 -0.0997 -3.3190 0.0 0.0 0.0
H 1.6528 0.4200 -2.8810 0.0 -0.1 0.0
H 2.5303 -0.2678 -4.2742 0.0 0.0 0.0
H 1.5229 1.1809 -4.4752 0.0 0.0 0.0
H 4.9166 2.5942 -4.6464 0.0 0.0 0.0
H 3.3036 2.5647 -5.3906 0.0 0.0 0.0
H 4.2984 1.1026 -5.3631 0.0 0.0 0.0
H 4.9661 6.5810 -1.3821 0.0 0.0 0.0
H 3.5262 7.1822 -0.5589 0.0 0.0 0.0
H 4.3465 8.2024 -1.7553 0.0 0.0 0.0
H 4.9098 6.0474 -3.8542 0.0 0.0 0.0
H 4.2777 7.6759 -4.1271 0.0 0.0 0.0
H 3.4081 6.2772 -4.7739 0.0 0.0 0.0
H 1.3442 7.4700 -1.8941 0.0 0.0 0.0
H 1.3086 6.9837 -3.5883 0.0 0.0 0.0
H 2.1871 8.4527 -3.1088 0.0 0.0 0.0
H -1.1653 4.2443 1.4598 0.0 0.0 0.0
H -1.8867 2.6826 0.9962 0.0 0.0 0.1
H -1.1532 5.8958 -0.0236 0.0 0.0 0.0
H -2.3890 5.2251 -4.0445 0.0 0.0 0.0
H -0.8054 1.0104 -3.7065 0.0 -0.1 0.0
H -1.9799 0.6137 -4.9813 0.1 0.0 0.0
H -2.4722 0.6649 -3.2714 0.0 0.0 0.0
H -0.2551 3.1812 -4.9977 0.0 0.0 0.0
H -1.5809 4.1479 -5.6490 0.0 0.0 0.0
H -1.3614 2.4838 -6.2025 0.0 0.0 0.0
H -4.2973 2.3354 -3.8073 0.0 0.0 0.0
H -3.8486 2.1095 -5.5119 0.0 0.0 0.0
H -3.9504 3.7413 -4.8229 0.0 0.0 0.0
H -1.8303 7.2645 -4.3759 0.0 0.0 0.0
H -0.5524 7.9249 -3.3565 0.0 0.0 0.0
H -2.0256 8.8628 -3.6425 0.0 0.0 0.0
H -4.1142 6.7303 -3.2873 0.0 0.0 0.0
H -4.1461 8.3120 -2.4859 0.0 0.0 0.0
H -4.2844 6.8189 -1.5328 0.0 0.0 0.0
H -0.8220 8.0294 -0.8260 0.0 0.0 0.0
H -2.4317 7.7598 -0.1339 0.0 0.0 0.0
H -2.1524 9.1292 -1.2195 0.0 0.0 0.0
C -1.9716 -5.2963 3.8199 -0.1 -0.1 0.1
N -0.6958 -5.2698 3.1514 0.3 0.2 -0.2
C 0.5109 -5.6590 3.7038 0.0 -0.1 0.1
C 1.4700 -5.4302 2.7957 0.1 0.1 0.0
N 0.8615 -4.8695 1.6771 -0.3 0.0 0.3
C -0.5069 -4.8013 1.8727 0.0 -0.3 0.0
S -1.6913 -4.4295 0.7824 -0.1 0.2 -0.2
C 1.5769 -4.2928 0.5988 0.2 0.3 -0.3
C 2.6302 -4.9936 0.0256 -0.1 -0.1 0.1
C 3.3482 -4.3757 -0.9832 0.0 0.1 0.0
C 2.9939 -3.0950 -1.3726 0.1 0.0 0.0
C 1.9317 -2.4812 -0.7248 0.0 0.0 0.1
N 1.2332 -3.0643 0.2439 0.0 -0.2 0.2
H -2.2243 -6.3114 4.1301 0.0 0.0 0.0
H -2.7164 -4.9396 3.1122 0.0 0.0 0.0
H -1.9615 -4.6451 4.6955 0.0 0.0 0.0
H 0.5752 -6.0872 4.6884 0.0 0.1 0.0
H 2.5336 -5.5757 2.8480 0.0 0.0 0.0
H 2.8700 -5.9960 0.3552 0.0 0.0 0.0
H 4.1774 -4.8908 -1.4505 0.0 0.0 0.0
H 3.5407 -2.5621 -2.1391 0.0 0.0 0.0
H 1.6473 -1.4639 -0.9617 0.1 0.0 -0.1
O -4.3623 -5.0295 -4.1870 0.0 0.0 0.1
C -3.0755 -4.7074 -4.6825 0.1 0.0 -0.1
C -2.4057 -3.6979 -3.7933 0.0 0.0 0.0
C -1.0476 -3.4449 -3.9368 -0.1 0.0 0.0
C -0.4667 -2.4953 -3.1152 0.0 -0.1 -0.1
N -1.1309 -1.8103 -2.1936 0.0 0.1 0.1
C -2.4338 -2.0405 -2.0588 0.0 -0.2 -0.2
C -3.1066 -2.9839 -2.8395 0.0 0.0 0.0
C -3.1780 -1.2554 -1.0408 -0.3 0.1 0.2
C -4.5213 -0.9434 -1.2423 0.1 0.0 0.0
C -5.2089 -0.2277 -0.2754 0.0 0.0 0.0
C -6.6602 0.1334 -0.4690 0.0 0.1 0.0
O -7.0239 0.3209 -1.8261 0.0 0.0 0.0
C -4.5207 0.1474 0.8687 -0.1 0.0 -0.1
C -3.1836 -0.1990 0.9732 0.0 0.0 0.2
N -2.5228 -0.8822 0.0548 0.1 -0.2 -0.1
H -4.7814 -5.6396 -4.7967 0.0 0.0 -0.1
H -3.1474 -4.2814 -5.6915 0.0 0.0 0.0
H -2.4424 -5.6005 -4.7425 0.0 0.0 0.0
H -0.4552 -3.9815 -4.6686 0.0 0.0 0.0
H 0.5923 -2.2722 -3.2033 0.0 0.0 0.0
H -4.1563 -3.1871 -2.6893 0.0 0.0 0.0
H -5.0264 -1.2257 -2.1560 0.0 0.0 0.0
H -6.8944 1.0262 0.1224 0.0 0.0 0.0
H -7.2914 -0.6798 -0.1032 0.0 0.0 0.0
H -6.3938 0.9347 -2.2215 0.0 0.0 0.0
H -5.0130 0.7168 1.6477 0.1 0.0 0.0
H -2.6122 0.0873 1.8527 0.0 0.0 0.0
```
Forces are in eV/Å.